(1)
74
Properties=species:S:1:pos:R:3:mulliken_charge:R:1 method="wB97M-V/def2-TZVPD" energy_ev=-64002.959 charge=+1 spin_multiplicity=1
Al 1.883 -0.197 1.430 0.1568
C -1.393 -0.911 2.874 0.9872
C -1.059 -2.086 2.120 0.8048
C 0.919 -1.151 2.945 2.4166
C -0.242 -0.254 3.278 0.0908
C 0.314 -2.200 2.021 0.2111
C -2.769 -0.523 3.268 -2.0399
H -3.477 -0.618 2.436 0.3462
H -2.796 0.513 3.630 0.4040
H -3.108 -1.174 4.090 0.4026
C -0.256 0.869 4.240 -2.0469
H -0.829 1.731 3.858 0.3974
H 0.747 1.254 4.443 0.2265
H -0.716 0.554 5.192 0.4753
C 1.692 -1.635 4.158 -1.5846
H 1.148 -2.433 4.693 0.4091
H 1.816 -0.824 4.879 0.3635
H 2.659 -2.033 3.844 0.3971
C 0.994 -3.330 1.346 -1.7755
H 0.602 -4.298 1.702 0.4285
H 2.078 -3.310 1.504 0.3235
H 0.815 -3.307 0.256 0.2717
C -2.031 -3.087 1.618 -1.9969
H -2.027 -3.954 2.293 0.4334
H -1.764 -3.453 0.619 0.4036
H -3.053 -2.698 1.601 0.4641
C -2.077 1.507 0.564 -0.4489
C -3.007 0.580 0.335 -0.3930
C -3.095 -0.523 -0.643 -0.2986
C -2.452 -0.227 -1.998 -1.1139
C -1.125 -0.896 -1.956 -1.2615
C -0.089 -0.487 -1.155 0.7866
C 0.186 0.775 -0.330 0.7124
C -0.874 1.903 -0.257 -1.2325
H -4.167 -0.727 -0.725 0.4960
H -2.362 0.841 -2.209 0.1730
H -2.658 -1.449 -0.227 -0.3477
H -1.057 2.383 -1.235 0.3385
H -2.192 2.070 1.497 0.3519
H -3.949 0.670 0.914 0.7681
H -0.372 2.683 0.358 0.5922
H 0.312 0.636 0.847 -1.2610
H 0.604 -1.287 -0.827 0.2917
H 1.113 1.239 -0.667 0.9275
H -3.058 -0.621 -2.827 0.4930
H -1.186 -1.977 -2.172 0.2914
P -0.221 1.824 -3.395 0.8561
C -0.126 3.540 -4.068 -1.3279
C -1.525 1.289 -4.631 -1.4874
P 2.048 -0.321 -2.857 0.8717
C 1.371 1.062 -4.011 -1.6352
C 1.260 -1.697 -3.785 -1.1746
C 3.702 -0.502 -3.674 -1.2204
H 0.807 4.016 -3.741 0.3976
H -1.008 4.094 -3.705 0.3645
H -0.160 3.484 -5.164 0.4278
H -1.222 1.682 -5.616 0.5249
H -2.466 1.789 -4.343 0.3818
H -1.663 0.195 -4.666 0.2838
H 3.641 -0.158 -4.717 0.3906
H 3.980 -1.569 -3.663 0.4077
H 4.435 0.101 -3.121 0.3303
H 2.114 1.867 -4.122 0.5596
H 1.205 0.638 -5.015 0.5982
H 1.982 -2.513 -3.853 0.5230
H 0.971 -1.382 -4.787 0.3656
H 0.363 -2.027 -3.256 0.1094
F 3.378 3.952 3.925 -0.2407
C 3.514 2.612 3.881 0.7341
F 4.813 2.325 3.651 -0.2276
F 3.211 2.134 5.131 -0.2415
C 2.522 1.908 2.875 0.6286
O 1.413 2.355 2.588 -0.5078
O 3.018 0.761 2.511 -0.5278

(2)
72
Properties=species:S:1:pos:R:3:mulliken_charge:R:1 method="wB97M-V/def2-TZVPD" energy_ev=-136614.016 charge=+2 spin_multiplicity=1
C -4.145 -2.653 5.981 -0.4130
C -3.739 -2.878 4.646 0.6135
C -4.548 -3.754 3.891 -0.3423
C -5.681 -4.360 4.470 -0.3628
N -6.016 -4.122 5.736 -0.5200
C -5.294 -3.296 6.492 -0.3230
C -2.588 -2.222 4.050 0.0938
C -1.661 -1.658 3.481 -1.2163
C -0.778 -0.765 2.800 1.6909
C -0.814 0.611 3.049 -0.8971
C -0.290 1.544 2.167 0.0430
C 0.348 1.175 0.956 0.9998
C 0.392 -0.236 0.737 0.2944
C 0.036 -1.186 1.721 -1.9627
Ca 2.329 0.091 2.552 1.4855
P 0.752 2.525 -0.413 0.7846
H -4.324 -3.949 2.846 0.4160
H -3.605 -1.963 6.623 0.4011
H -6.321 -5.041 3.889 0.3631
H -5.630 -3.129 7.528 0.3620
H 0.228 -2.247 1.542 0.7098
H -1.426 0.964 3.883 0.5344
H 0.660 -0.661 -0.243 -0.5860
H -0.514 2.595 2.414 0.2238
C 1.888 3.431 -1.668 -0.5690
C 1.333 3.896 -3.023 -1.2189
H 2.758 2.784 -1.822 0.5624
H 2.259 4.316 -1.126 0.6010
H 2.101 4.461 -3.567 0.3921
H 1.050 3.060 -3.671 0.3474
H 0.482 4.580 -2.915 0.2778
C -0.483 1.762 -1.546 0.4547
C -1.893 2.090 -1.105 -1.4455
H -0.321 0.675 -1.473 -0.6835
H -0.251 2.052 -2.581 0.2721
H -2.581 1.412 -1.614 0.4738
H -2.028 1.953 -0.022 0.2376
H -2.162 3.113 -1.384 0.3496
C 0.018 4.067 0.332 -0.8274
C -0.399 5.225 -0.571 -1.4234
H 0.791 4.432 1.030 0.4903
H -0.831 3.786 0.970 0.4539
H -0.887 5.979 0.059 0.4264
H 0.449 5.709 -1.067 0.3555
H -1.136 4.920 -1.321 0.2683
Br 3.322 0.629 0.002 -0.4945
P 1.736 -2.448 -3.027 -0.2138
C 0.910 -0.857 -3.392 0.6575
C 0.957 -0.622 -4.909 -1.5135
H 1.445 -0.065 -2.838 -0.4721
H -0.136 -0.918 -3.039 0.3653
H 0.230 0.142 -5.215 0.3926
H 1.957 -0.293 -5.219 0.3453
H 0.724 -1.544 -5.460 0.4208
C 3.289 -1.951 -2.289 0.0984
C 4.398 -2.959 -2.636 -1.4001
H 3.149 -1.881 -1.202 -0.0227
H 3.547 -0.960 -2.695 0.3212
H 5.392 -2.544 -2.417 0.3855
H 4.271 -3.881 -2.052 0.3169
H 4.357 -3.226 -3.702 0.3692
C 0.727 -3.144 -1.658 0.2196
C -0.267 -4.138 -2.276 -1.3819
H 0.211 -2.328 -1.129 -0.2891
H 1.430 -3.646 -0.969 0.5079
H -0.707 -4.781 -1.507 0.4050
H -1.077 -3.604 -2.786 0.3013
H 0.232 -4.780 -3.015 0.3872
N 3.031 2.403 2.687 -0.7094
H 3.834 2.618 3.295 0.3052
H 3.270 2.729 1.728 0.2448
H 2.238 2.962 3.004 0.2658

> Which of these has the lowest charge?

C25H41AlF3O2P2

> Which of these has the highest charge?

C25H41BrCaN2P2

What did the second record say?
72
Properties=species:S:1:pos:R:3:mulliken_charge:R:1 method="wB97M-V/def2-TZVPD" energy_ev=-136614.016 charge=+2 spin_multiplicity=1
C -4.145 -2.653 5.981 -0.4130
C -3.739 -2.878 4.646 0.6135
C -4.548 -3.754 3.891 -0.3423
C -5.681 -4.360 4.470 -0.3628
N -6.016 -4.122 5.736 -0.5200
C -5.294 -3.296 6.492 -0.3230
C -2.588 -2.222 4.050 0.0938
C -1.661 -1.658 3.481 -1.2163
C -0.778 -0.765 2.800 1.6909
C -0.814 0.611 3.049 -0.8971
C -0.290 1.544 2.167 0.0430
C 0.348 1.175 0.956 0.9998
C 0.392 -0.236 0.737 0.2944
C 0.036 -1.186 1.721 -1.9627
Ca 2.329 0.091 2.552 1.4855
P 0.752 2.525 -0.413 0.7846
H -4.324 -3.949 2.846 0.4160
H -3.605 -1.963 6.623 0.4011
H -6.321 -5.041 3.889 0.3631
H -5.630 -3.129 7.528 0.3620
H 0.228 -2.247 1.542 0.7098
H -1.426 0.964 3.883 0.5344
H 0.660 -0.661 -0.243 -0.5860
H -0.514 2.595 2.414 0.2238
C 1.888 3.431 -1.668 -0.5690
C 1.333 3.896 -3.023 -1.2189
H 2.758 2.784 -1.822 0.5624
H 2.259 4.316 -1.126 0.6010
H 2.101 4.461 -3.567 0.3921
H 1.050 3.060 -3.671 0.3474
H 0.482 4.580 -2.915 0.2778
C -0.483 1.762 -1.546 0.4547
C -1.893 2.090 -1.105 -1.4455
H -0.321 0.675 -1.473 -0.6835
H -0.251 2.052 -2.581 0.2721
H -2.581 1.412 -1.614 0.4738
H -2.028 1.953 -0.022 0.2376
H -2.162 3.113 -1.384 0.3496
C 0.018 4.067 0.332 -0.8274
C -0.399 5.225 -0.571 -1.4234
H 0.791 4.432 1.030 0.4903
H -0.831 3.786 0.970 0.4539
H -0.887 5.979 0.059 0.4264
H 0.449 5.709 -1.067 0.3555
H -1.136 4.920 -1.321 0.2683
Br 3.322 0.629 0.002 -0.4945
P 1.736 -2.448 -3.027 -0.2138
C 0.910 -0.857 -3.392 0.6575
C 0.957 -0.622 -4.909 -1.5135
H 1.445 -0.065 -2.838 -0.4721
H -0.136 -0.918 -3.039 0.3653
H 0.230 0.142 -5.215 0.3926
H 1.957 -0.293 -5.219 0.3453
H 0.724 -1.544 -5.460 0.4208
C 3.289 -1.951 -2.289 0.0984
C 4.398 -2.959 -2.636 -1.4001
H 3.149 -1.881 -1.202 -0.0227
H 3.547 -0.960 -2.695 0.3212
H 5.392 -2.544 -2.417 0.3855
H 4.271 -3.881 -2.052 0.3169
H 4.357 -3.226 -3.702 0.3692
C 0.727 -3.144 -1.658 0.2196
C -0.267 -4.138 -2.276 -1.3819
H 0.211 -2.328 -1.129 -0.2891
H 1.430 -3.646 -0.969 0.5079
H -0.707 -4.781 -1.507 0.4050
H -1.077 -3.604 -2.786 0.3013
H 0.232 -4.780 -3.015 0.3872
N 3.031 2.403 2.687 -0.7094
H 3.834 2.618 3.295 0.3052
H 3.270 2.729 1.728 0.2448
H 2.238 2.962 3.004 0.2658

Please write out number 1 again, unchanged.
74
Properties=species:S:1:pos:R:3:mulliken_charge:R:1 method="wB97M-V/def2-TZVPD" energy_ev=-64002.959 charge=+1 spin_multiplicity=1
Al 1.883 -0.197 1.430 0.1568
C -1.393 -0.911 2.874 0.9872
C -1.059 -2.086 2.120 0.8048
C 0.919 -1.151 2.945 2.4166
C -0.242 -0.254 3.278 0.0908
C 0.314 -2.200 2.021 0.2111
C -2.769 -0.523 3.268 -2.0399
H -3.477 -0.618 2.436 0.3462
H -2.796 0.513 3.630 0.4040
H -3.108 -1.174 4.090 0.4026
C -0.256 0.869 4.240 -2.0469
H -0.829 1.731 3.858 0.3974
H 0.747 1.254 4.443 0.2265
H -0.716 0.554 5.192 0.4753
C 1.692 -1.635 4.158 -1.5846
H 1.148 -2.433 4.693 0.4091
H 1.816 -0.824 4.879 0.3635
H 2.659 -2.033 3.844 0.3971
C 0.994 -3.330 1.346 -1.7755
H 0.602 -4.298 1.702 0.4285
H 2.078 -3.310 1.504 0.3235
H 0.815 -3.307 0.256 0.2717
C -2.031 -3.087 1.618 -1.9969
H -2.027 -3.954 2.293 0.4334
H -1.764 -3.453 0.619 0.4036
H -3.053 -2.698 1.601 0.4641
C -2.077 1.507 0.564 -0.4489
C -3.007 0.580 0.335 -0.3930
C -3.095 -0.523 -0.643 -0.2986
C -2.452 -0.227 -1.998 -1.1139
C -1.125 -0.896 -1.956 -1.2615
C -0.089 -0.487 -1.155 0.7866
C 0.186 0.775 -0.330 0.7124
C -0.874 1.903 -0.257 -1.2325
H -4.167 -0.727 -0.725 0.4960
H -2.362 0.841 -2.209 0.1730
H -2.658 -1.449 -0.227 -0.3477
H -1.057 2.383 -1.235 0.3385
H -2.192 2.070 1.497 0.3519
H -3.949 0.670 0.914 0.7681
H -0.372 2.683 0.358 0.5922
H 0.312 0.636 0.847 -1.2610
H 0.604 -1.287 -0.827 0.2917
H 1.113 1.239 -0.667 0.9275
H -3.058 -0.621 -2.827 0.4930
H -1.186 -1.977 -2.172 0.2914
P -0.221 1.824 -3.395 0.8561
C -0.126 3.540 -4.068 -1.3279
C -1.525 1.289 -4.631 -1.4874
P 2.048 -0.321 -2.857 0.8717
C 1.371 1.062 -4.011 -1.6352
C 1.260 -1.697 -3.785 -1.1746
C 3.702 -0.502 -3.674 -1.2204
H 0.807 4.016 -3.741 0.3976
H -1.008 4.094 -3.705 0.3645
H -0.160 3.484 -5.164 0.4278
H -1.222 1.682 -5.616 0.5249
H -2.466 1.789 -4.343 0.3818
H -1.663 0.195 -4.666 0.2838
H 3.641 -0.158 -4.717 0.3906
H 3.980 -1.569 -3.663 0.4077
H 4.435 0.101 -3.121 0.3303
H 2.114 1.867 -4.122 0.5596
H 1.205 0.638 -5.015 0.5982
H 1.982 -2.513 -3.853 0.5230
H 0.971 -1.382 -4.787 0.3656
H 0.363 -2.027 -3.256 0.1094
F 3.378 3.952 3.925 -0.2407
C 3.514 2.612 3.881 0.7341
F 4.813 2.325 3.651 -0.2276
F 3.211 2.134 5.131 -0.2415
C 2.522 1.908 2.875 0.6286
O 1.413 2.355 2.588 -0.5078
O 3.018 0.761 2.511 -0.5278